# 1
Entry from the OMol25 dataset: a structure of composition C16H17Cl2F3I2N6O3Se3TeTi (ωB97M-V/def2-TZVPD).

- ΔE to the lowest compared entry with this formula, charge and spin: 7.1 kcal/mol
- Highest occupied orbital energy (alpha / beta): -3.6 / -3.6 eV
- Energy: -307806.53533 eV

```
! RIJCOSX wB97M-V def2-TZVPD def2/J DEFGRID3
* xyz -1 2
Ti -0.684 1.550 1.295
Se -1.022 3.349 -0.565
Se 0.003 5.106 0.602
Te -1.619 5.280 2.522
Se -1.609 2.894 3.317
C 0.749 -1.466 -2.276
N 1.212 -1.785 -0.938
C 2.001 -2.979 -0.710
C 0.859 -0.943 0.070
N 0.110 0.081 -0.073
N 1.396 -1.283 1.314
C 1.074 -0.701 2.526
N 1.999 -0.994 3.513
N 0.002 -0.030 2.719
H 1.231 -2.137 -2.983
H 1.024 -0.444 -2.548
H -0.336 -1.579 -2.363
H 1.894 -3.636 -1.569
H 1.650 -3.522 0.167
H 3.068 -2.754 -0.594
H -0.258 0.223 -1.006
H 2.336 -1.641 1.269
H 2.959 -0.965 3.195
H 1.882 -0.422 4.336
H -0.073 0.307 3.674
I -3.712 -1.383 2.998
C -3.691 -1.313 0.917
C -4.392 -2.285 0.190
C -4.403 -2.267 -1.176
I -5.475 -3.762 -2.178
C -3.698 -1.263 -1.885
C -3.648 -1.157 -3.295
C -2.937 -0.151 -3.881
C -2.248 0.761 -3.057
N -2.265 0.690 -1.753
C -2.981 -0.286 -1.147
C -2.978 -0.289 0.304
O -2.358 0.612 0.978
H -4.930 -3.054 0.729
H -4.184 -1.879 -3.897
H -2.895 -0.049 -4.958
H -1.662 1.570 -3.484
Cl 3.995 -0.139 -2.235
C 3.939 1.533 -1.596
Cl 2.341 2.251 -1.722
H 4.643 2.113 -2.181
H 4.201 1.474 -0.547
F 4.260 2.361 3.363
C 3.016 2.740 3.012
F 2.248 2.605 4.109
F 3.068 4.035 2.695
C 2.450 1.870 1.849
O 3.192 1.010 1.378
O 1.258 2.145 1.577
*
```

***

# 2
Entry from the OMol25 dataset: a structure of composition CHINO6PS (ωB97M-V/def2-TZVPD).

- ΔE to the lowest compared entry with this formula, charge and spin: 8.9 kcal/mol
- Highest occupied orbital energy: -1.1 eV
- Energy: -43053.45188 eV

```
! RIJCOSX wB97M-V def2-TZVPD def2/J DEFGRID3
* xyz -2 1
C -1.985 0.038 0.290
N -1.909 1.191 0.821
O -0.508 -1.671 -1.596
O -0.157 0.879 -1.923
O -1.316 1.415 1.932
O 0.955 -0.371 0.051
O 3.154 0.161 1.522
O 3.331 0.064 -0.925
P -0.048 -0.378 -1.121
S 2.614 0.653 0.203
I -1.692 -1.861 1.361
H -2.438 -0.120 -0.616
*
```

***

# 3
Entry from the OMol25 dataset: a structure of composition C57H54IrN9O2P2S (ωB97M-V/def2-TZVPD).

- ΔE to the lowest compared entry with this formula, charge and spin: 70.9 kcal/mol
- Highest occupied orbital energy (alpha / beta): -13.6 / -13.5 eV
- Energy: -109724.12207 eV

```
! RIJCOSX wB97M-V def2-TZVPD def2/J DEFGRID3
* xyz 3 2
Ir 0.561 -0.482 -0.377
C -2.083 -0.841 -4.199
C -1.460 -1.092 -2.970
N -0.509 -0.320 -2.485
C -0.149 0.784 -3.167
C -0.806 1.188 -4.351
C -1.765 0.303 -4.885
C -0.478 2.438 -4.920
C 0.432 3.250 -4.295
C 1.153 2.804 -3.180
C 0.947 1.532 -2.668
N 1.703 0.881 -1.731
C 3.046 1.020 -1.588
C 3.899 1.680 -2.474
C 5.279 1.719 -2.262
C 5.849 1.084 -1.190
C 5.032 0.361 -0.300
C 5.563 -0.356 0.792
C 4.715 -1.046 1.612
C 3.347 -1.044 1.324
N 2.818 -0.390 0.310
C 3.629 0.327 -0.502
H -2.809 -1.545 -4.581
H -1.763 -1.935 -2.362
H -2.239 0.541 -5.829
H -0.986 2.759 -5.820
H 0.623 4.244 -4.676
H 1.860 3.461 -2.695
H 3.503 2.127 -3.371
H 5.905 2.248 -2.968
H 6.921 1.099 -1.042
H 6.632 -0.360 0.960
H 5.076 -1.614 2.457
H 2.685 -1.609 1.951
N 1.164 -3.165 0.970
P 0.277 -1.915 1.730
C -1.330 -2.635 2.131
C -1.852 -3.708 1.413
C -3.085 -4.233 1.766
C -3.804 -3.677 2.815
C -3.292 -2.594 3.520
C -2.061 -2.065 3.176
C 1.041 -1.758 3.369
C 1.223 -2.909 4.132
C 1.818 -2.811 5.378
C 2.223 -1.573 5.864
C 2.027 -0.425 5.108
C 1.437 -0.515 3.857
P 1.192 -2.888 -0.709
C 0.567 -4.428 -1.438
C -0.334 -4.407 -2.498
C -0.786 -5.600 -3.041
C -0.329 -6.806 -2.533
C 0.589 -6.824 -1.489
C 1.045 -5.639 -0.939
C 2.915 -2.917 -1.270
C 3.134 -2.350 -2.527
C 4.402 -2.371 -3.081
C 5.452 -2.949 -2.378
C 5.232 -3.510 -1.127
C 3.963 -3.496 -0.567
H 1.060 -4.113 1.315
H -1.298 -4.143 0.588
H -3.484 -5.079 1.224
H -4.768 -4.087 3.084
H -3.849 -2.170 4.345
H -1.655 -1.223 3.724
H 0.893 -3.872 3.760
H 1.963 -3.701 5.975
H 2.681 -1.504 6.840
H 2.338 0.535 5.497
H 1.287 0.368 3.245
H -0.670 -3.461 -2.903
H -1.493 -5.587 -3.859
H -0.677 -7.738 -2.957
H 0.957 -7.764 -1.103
H 1.785 -5.664 -0.147
H 2.304 -1.903 -3.066
H 4.579 -1.953 -4.062
H 6.441 -2.968 -2.815
H 6.052 -3.970 -0.591
H 3.787 -3.943 0.405
C 1.903 5.144 3.480
N 1.767 4.021 2.569
C 0.496 3.440 2.206
C 0.947 2.337 1.250
O 0.139 1.557 0.700
N 2.267 2.369 1.119
C 2.720 3.380 1.889
N 4.015 3.658 1.962
H 1.741 6.094 2.968
H 2.891 5.143 3.937
H 1.163 5.046 4.271
H -0.156 4.162 1.708
H -0.035 3.030 3.069
H 4.650 3.107 1.408
H 4.363 4.465 2.450
C -6.158 2.875 2.102
C -6.043 1.420 1.649
C -4.605 0.912 1.634
N -3.831 1.644 0.635
C -2.771 1.225 -0.011
S -2.155 -0.348 0.263
N -2.138 2.031 -0.912
C -2.429 3.316 -1.444
O -1.489 3.949 -1.853
C -3.834 3.775 -1.523
C -4.103 5.125 -1.294
C -5.396 5.606 -1.412
C -6.421 4.753 -1.799
C -6.151 3.416 -2.071
C -4.866 2.925 -1.931
H -7.206 3.155 2.185
H -5.695 3.575 1.399
H -5.697 3.010 3.081
H -6.481 1.299 0.655
H -6.608 0.790 2.336
H -4.565 -0.154 1.412
H -4.148 1.074 2.616
H -4.181 2.569 0.418
H -1.169 1.786 -1.062
H -3.291 5.784 -1.016
H -5.603 6.648 -1.214
H -7.427 5.133 -1.910
H -6.946 2.761 -2.401
H -4.654 1.888 -2.166
*
```

***

# 4
Entry from the OMol25 dataset: a cluster of 3 separate species, C3H13NO3 in total (ωB97M-V/def2-TZVPD).

- ΔE to the lowest compared entry with this formula, charge and spin: 17.0 kcal/mol
- SMILES string: CNCCO.O.O
- Highest occupied orbital energy: -9.5 eV
- Energy: -10954.03287 eV

```
! RIJCOSX wB97M-V def2-TZVPD def2/J DEFGRID3
* xyz 0 1
C -0.319 -0.326 2.290
N -0.200 -0.028 0.879
C 0.196 1.382 0.666
C 0.397 1.724 -0.791
O 1.348 0.889 -1.413
H 0.651 -0.569 2.737
H -0.683 0.480 2.957
H -0.872 -1.245 2.476
H -1.101 -0.178 0.438
H 1.101 1.528 1.270
H -0.631 1.947 1.093
H 0.645 2.743 -1.041
H -0.625 1.613 -1.243
H 0.892 0.077 -1.594
H 0.390 -1.808 0.020
H 1.509 -2.388 -0.802
O 0.565 -2.340 -0.769
H -0.585 -1.584 -1.989
H -1.785 -1.116 -2.697
O -0.895 -0.801 -2.486
*
```

***

# 5
Entry from the OMol25 dataset: a structure of composition C8H7N (ωB97M-V/def2-TZVPD).

- ΔE to the lowest compared entry with this formula, charge and spin: 179.6 kcal/mol
- Highest occupied orbital energy (alpha / beta): -8.0 / -8.0 eV
- Energy: -9891.02011 eV

```
! RIJCOSX wB97M-V def2-TZVPD def2/J DEFGRID3
* xyz 0 1
C 1.631 0.926 2.272
C 1.669 0.703 -0.646
C 1.723 1.834 0.363
C 0.150 -0.461 0.515
C 0.291 0.669 1.548
C 0.288 1.567 0.419
C 0.197 0.536 -0.693
C -0.791 0.423 -1.801
N 2.382 1.665 1.551
H 1.857 0.640 3.294
H 0.801 -1.256 0.691
H -0.914 -0.679 0.634
H -0.342 0.546 2.408
H -0.944 -0.618 -1.952
H -0.583 0.935 -2.771
H -1.810 0.855 -1.485
*
```

***

# 6
Entry from the OMol25 dataset: a structure of composition C40H106N6O14 (ωB97M-V/def2-TZVPD).

- ΔE to the lowest compared entry with this formula, charge and spin: 934.2 kcal/mol
- Highest occupied orbital energy: -7.3 eV
- Energy: -80758.21982 eV

```
! RIJCOSX wB97M-V def2-TZVPD def2/J DEFGRID3
* xyz 0 1
C 0.149 2.917 -3.443
C 0.730 3.773 -2.277
O -0.071 3.457 -1.183
H 0.260 1.838 -3.335
H 0.530 3.171 -4.432
H -0.916 3.149 -3.434
H 0.585 4.835 -2.474
H 1.773 3.565 -2.035
H 0.215 4.030 -0.468
C -0.647 -0.079 0.336
C 0.029 1.101 -0.367
O -1.052 1.844 -0.834
H -1.429 0.129 1.067
H 0.181 -0.626 0.789
H -1.111 -0.859 -0.268
H 0.584 0.622 -1.174
H 0.724 1.610 0.302
H -0.923 2.352 -1.638
C -3.473 0.111 1.481
C -2.809 0.020 2.824
O -3.412 -1.093 3.401
H -3.059 0.910 0.865
H -4.546 0.282 1.564
H -3.413 -0.751 0.816
H -3.022 0.863 3.482
H -1.727 -0.072 2.729
H -3.324 -1.095 4.357
C -3.619 4.244 -2.727
C -2.801 3.817 -1.519
O -1.849 4.947 -1.474
H -4.123 5.182 -2.496
H -4.437 3.551 -2.921
H -3.001 4.278 -3.625
H -2.247 2.879 -1.564
H -3.335 3.565 -0.603
H -1.453 5.020 -0.602
C 2.426 0.539 0.313
O 3.217 -0.542 0.005
C 4.576 -0.143 0.255
C 5.453 -1.076 -0.531
N 5.213 -0.798 -1.981
C 5.518 -1.953 -2.770
C 6.970 -2.233 -3.038
O 7.641 -2.818 -1.951
C 9.046 -2.602 -1.984
H 2.407 0.698 1.391
H 1.407 0.153 0.279
H 2.550 1.489 -0.206
H 4.684 -0.297 1.328
H 4.879 0.887 0.070
H 5.237 -2.107 -0.251
H 6.496 -0.895 -0.272
H 4.245 -0.544 -2.117
H 5.159 -1.714 -3.771
H 4.988 -2.836 -2.413
H 7.411 -1.307 -3.406
H 7.015 -3.070 -3.734
H 9.368 -3.061 -2.919
H 9.280 -3.264 -1.150
H 9.358 -1.567 -1.839
C -1.315 -1.725 0.889
O -1.364 -2.977 1.614
C -2.578 -3.157 2.269
C -3.546 -3.938 1.359
N -4.899 -3.340 1.554
C -5.588 -3.784 2.767
C -5.834 -5.334 2.660
O -6.598 -5.893 3.669
C -7.269 -7.065 3.309
H -2.295 -1.412 0.528
H -0.672 -1.721 0.009
H -0.965 -0.924 1.541
H -3.074 -2.254 2.624
H -2.327 -3.758 3.143
H -3.420 -4.986 1.631
H -3.149 -3.814 0.352
H -4.807 -2.344 1.692
H -6.478 -3.259 3.114
H -4.896 -3.590 3.587
H -4.855 -5.813 2.638
H -6.316 -5.639 1.731
H -6.619 -7.928 3.165
H -7.916 -6.939 2.441
H -8.055 -7.220 4.049
C -2.926 3.267 1.143
O -1.587 3.395 1.604
C -1.428 3.348 3.015
C 0.041 3.300 3.457
N 0.565 1.947 3.600
C 0.197 1.051 2.454
C 1.249 -0.020 2.500
O 0.992 -0.971 3.608
C 2.037 -1.862 3.925
H -3.043 3.668 0.136
H -3.642 3.878 1.692
H -3.311 2.251 1.231
H -2.127 2.622 3.430
H -1.601 4.385 3.300
H 0.201 3.931 4.331
H 0.754 3.753 2.768
H 0.144 1.578 4.441
H 0.350 1.684 1.580
H -0.817 0.651 2.444
H 2.242 0.428 2.458
H 1.298 -0.535 1.541
H 2.923 -1.424 4.386
H 2.384 -2.494 3.108
H 1.612 -2.694 4.487
C -1.744 -4.575 -0.522
O -0.497 -3.994 -0.094
C 0.176 -3.216 -1.049
C 1.524 -2.642 -0.599
N 2.297 -2.119 -1.723
C 1.752 -0.896 -2.453
C 2.737 -0.427 -3.592
O 3.787 0.367 -3.100
C 4.634 1.122 -3.989
H -2.480 -3.854 -0.876
H -2.196 -5.171 0.271
H -1.617 -5.197 -1.408
H -0.560 -2.447 -1.284
H 0.298 -3.783 -1.972
H 2.022 -3.449 -0.061
H 1.390 -1.820 0.104
H 3.196 -2.003 -1.276
H 1.231 -0.114 -1.901
H 0.886 -1.225 -3.027
H 2.166 0.084 -4.367
H 3.230 -1.291 -4.035
H 5.457 1.553 -3.418
H 4.090 1.876 -4.557
H 5.071 0.358 -4.632
C 5.595 5.944 0.743
C 4.260 5.305 0.204
C 3.334 4.607 1.199
O 2.000 4.322 0.760
C 1.448 3.016 0.871
N 3.543 6.222 -0.591
H 6.214 6.162 -0.128
H 6.236 5.257 1.295
H 5.511 6.897 1.265
H 4.654 4.489 -0.402
H 3.158 5.166 2.119
H 3.762 3.696 1.618
H 1.121 2.750 1.876
H 2.201 2.263 0.637
H 0.591 2.946 0.201
H 2.970 6.892 -0.097
H 2.808 5.684 -1.027
C -5.897 -0.848 -1.758
C -4.680 -1.706 -1.313
C -3.275 -1.009 -1.362
O -2.701 -1.119 -2.687
C -1.530 -0.421 -2.967
N -4.956 -2.186 0.045
H -5.795 -0.462 -2.773
H -5.948 0.024 -1.105
H -6.889 -1.284 -1.881
H -4.700 -2.607 -1.927
H -2.478 -1.584 -0.893
H -3.209 0.004 -0.964
H -1.157 -0.825 -3.908
H -0.692 -0.528 -2.277
H -1.987 0.566 -2.904
H -5.940 -2.408 0.083
H -4.600 -3.118 0.203
*
```